# 1
The following is a quantum chemistry calculation of a molecular structure, C25H49Li3O9 at a distorted geometry, from OMol25.

The geometry in ORCA input format:
```
! wB97M-V def2-TZVPD RIJCOSX def2/J DEFGRID3
* xyz 2 1
Li 0.792 2.913 -2.962
Li -1.763 2.973 -1.450
Li 0.425 4.053 0.069
O 1.358 0.695 0.440
C 0.684 1.187 -0.622
O 1.168 1.194 -1.773
O -0.284 1.912 -0.431
H 2.041 0.297 -0.105
C 1.827 0.976 -6.249
C 2.984 0.930 -5.363
C 2.927 2.343 -4.809
O 1.514 2.709 -4.745
C 0.776 1.592 -5.396
H 1.431 0.008 -6.554
H 2.120 1.463 -7.179
H 3.989 0.750 -5.746
H 2.947 0.205 -4.550
H 3.371 2.884 -5.644
H 3.546 2.524 -3.930
H -0.051 2.024 -5.959
H 0.407 0.954 -4.593
C 1.248 0.935 5.414
C 1.436 0.205 4.093
C 0.089 -0.648 3.868
O -0.700 -0.266 5.006
C 0.147 0.147 6.064
H 0.888 1.892 5.036
H 2.208 1.084 5.909
H 2.333 -0.408 3.997
H 1.583 0.976 3.336
H 0.179 -1.704 4.122
H -0.452 -0.554 2.926
H 0.412 -0.795 6.543
H -0.529 0.798 6.619
C -2.951 -2.243 0.405
C -2.055 -1.054 0.451
C -2.936 0.022 1.019
O -4.280 -0.431 0.943
C -4.405 -1.766 0.294
H -2.949 -2.773 1.357
H -2.604 -2.997 -0.302
H -1.702 -0.945 -0.575
H -1.141 -1.315 0.983
H -2.829 0.914 0.402
H -2.531 0.115 2.027
H -4.626 -1.771 -0.773
H -4.954 -2.548 0.818
C -0.604 4.794 4.242
C -1.582 3.732 3.868
C -1.268 3.529 2.403
O -0.480 4.654 1.973
C -0.490 5.666 3.001
H 0.376 4.343 4.396
H -0.974 5.313 5.126
H -2.640 3.938 4.027
H -1.427 2.822 4.449
H -2.225 3.334 1.920
H -0.712 2.592 2.424
H -1.432 6.204 2.900
H 0.408 6.284 3.014
C 1.879 -2.854 1.553
C 1.004 -3.937 0.964
C 1.770 -4.012 -0.324
O 3.157 -3.806 -0.047
C 3.300 -3.071 1.120
H 1.744 -2.715 2.625
H 1.609 -1.932 1.038
H -0.078 -3.810 0.913
H 1.176 -4.809 1.595
H 1.340 -3.347 -1.073
H 1.779 -5.058 -0.631
H 3.767 -2.129 0.833
H 3.931 -3.498 1.900
C -2.087 -2.366 -3.956
C -0.903 -1.512 -4.119
C 0.014 -1.991 -3.017
O -0.570 -3.254 -2.566
C -1.562 -3.712 -3.404
H -2.638 -2.590 -4.869
H -2.843 -1.985 -3.269
H -1.131 -0.459 -3.952
H -0.448 -1.599 -5.105
H -0.107 -1.263 -2.214
H 1.033 -2.119 -3.382
H -2.110 -4.387 -2.747
H -1.063 -4.445 -4.038
*
```

Results
relative energy (zero: lowest compared OMol25 entry of this formula, charge and spin) = 424.01 kJ/mol

=====

# 2
The following is a quantum chemistry calculation of 9 unconnected molecules or ions with the total composition C25H49O11 at a distorted geometry, from OMol25.

The geometry in ORCA input format:
```
! wB97M-V def2-TZVPD RIJCOSX def2/J DEFGRID3
* xyz -1 1
O 0.449 0.725 0.496
C -0.794 1.169 0.941
O -1.303 2.072 0.221
O -1.296 0.619 1.940
H 0.443 1.206 -0.358
C 3.008 1.643 -2.193
C 3.774 2.184 -1.030
O 3.993 3.361 -0.910
C 4.232 1.216 0.051
H 3.607 1.810 -3.088
H 2.056 2.170 -2.269
H 2.775 0.586 -2.087
H 4.835 0.417 -0.378
H 3.317 0.836 0.514
H 4.765 1.752 0.833
C 1.736 4.137 1.912
C 0.836 4.327 3.127
O -0.315 4.647 2.981
C 1.447 4.202 4.502
H 1.504 4.922 1.200
H 1.582 3.149 1.482
H 2.781 4.188 2.227
H 2.445 3.770 4.526
H 0.783 3.632 5.150
H 1.528 5.216 4.905
C -0.634 -1.643 -1.582
C 0.226 -1.167 -2.729
O 0.041 -0.132 -3.321
C 1.223 -2.173 -3.247
H -1.113 -2.546 -1.961
H -1.403 -0.927 -1.289
H -0.065 -1.818 -0.670
H 2.143 -1.640 -3.486
H 0.894 -2.649 -4.173
H 1.400 -2.974 -2.529
C -4.851 1.480 0.595
C -4.858 -0.025 0.608
O -4.971 -0.620 1.655
C -4.804 -0.745 -0.718
H -4.783 1.842 1.615
H -5.800 1.836 0.173
H -4.061 1.913 -0.023
H -3.843 -0.487 -1.176
H -5.632 -0.468 -1.367
H -4.763 -1.819 -0.539
C -2.087 -2.796 1.512
C -3.162 -3.733 1.021
O -3.989 -4.218 1.756
C -3.123 -4.126 -0.430
H -2.415 -1.792 1.212
H -1.088 -2.909 1.096
H -2.047 -2.824 2.597
H -2.374 -4.923 -0.484
H -2.763 -3.300 -1.039
H -4.078 -4.458 -0.826
C 0.785 -1.650 3.049
C 1.764 -0.800 3.797
O 2.681 -1.260 4.441
C 1.513 0.698 3.751
H 1.142 -2.685 3.066
H 0.690 -1.310 2.019
H -0.171 -1.695 3.569
H 1.893 1.076 2.799
H 2.030 1.190 4.572
H 0.435 0.870 3.788
C -3.333 0.850 -4.322
C -2.518 2.143 -4.354
O -2.047 2.528 -5.404
C -2.321 2.915 -3.084
H -4.057 0.859 -3.507
H -2.571 0.082 -4.199
H -3.923 0.862 -5.236
H -1.356 3.414 -3.039
H -2.346 2.215 -2.243
H -3.096 3.670 -2.942
C 2.975 -2.054 0.085
C 4.095 -2.487 -0.841
O 4.273 -1.907 -1.890
C 4.849 -3.748 -0.492
H 2.575 -1.123 -0.312
H 3.348 -1.806 1.080
H 2.193 -2.813 0.079
H 5.533 -3.991 -1.302
H 4.129 -4.544 -0.299
H 5.429 -3.616 0.424
*
```

Results
relative energy (zero: lowest compared OMol25 entry of this formula, charge and spin) = 28.01 kJ/mol

=====

| no. | electronic energy (eV) | lowest unoccupied orbital energy (eV) |
| --- | --- | --- |
| 1 | -45744.64716 | -9.143 |
| 2 | -49244.64827 | 2.148 |